{
  "formula": "C11H13NOS",
  "method": "ωB97M-V/def2-TZVPD",
  "species": ["C", "C", "C", "C", "C", "C", "C", "C", "C", "C", "C", "N", "O", "S", "H", "H", "H", "H", "H", "H", "H", "H", "H", "H", "H", "H", "H"],
  "coordinates": [[-2.20794, -0.89560, -1.01422], [-1.60158, -1.85583, -0.31503], [-2.40201, 0.52516, -0.61732], [-0.96654, -1.54804, 0.95894], [-1.52989, 1.46319, -0.95325], [0.30966, -1.25951, 1.13898], [1.44746, 1.61217, 1.83891], [0.68327, 1.44271, 0.77335], [-0.21138, 1.15420, -1.58075], [1.26904, -1.26052, 0.07725], [0.94866, 1.22615, -0.61419], [2.54867, -1.09727, 0.25424], [2.08212, 1.34391, -1.04111], [3.78864, -1.31403, -0.71977], [-2.86430, -1.13301, -1.75561], [-1.76895, -2.86501, -0.42879], [-3.39561, 0.86378, -0.21775], [-1.59716, -1.90644, 1.77950], [-1.79392, 2.43475, -0.70958], [0.68503, -1.37505, 2.07105], [1.09000, 1.89505, 2.80574], [2.42810, 1.26768, 1.75950], [-0.33795, 1.50530, 0.85349], [-0.28819, 0.36896, -2.44428], [-0.06954, 2.04530, -2.24159], [0.90819, -1.46036, -0.94700], [2.84613, -1.17764, 1.28928]],
  "atomic_forces_ev_per_a": [[0.20, 0.23, 2.34], [-0.40, 3.25, 0.36], [-0.39, 0.20, -0.32], [-0.54, -1.21, 0.25], [-0.25, -2.35, 0.02], [-0.28, -0.95, -1.89], [-0.41, -0.51, -0.76], [-0.50, 0.66, 1.38], [-0.98, 1.06, -2.56], [-0.34, 0.11, -1.36], [2.56, 0.02, -1.84], [-1.19, -1.74, 4.13], [0.08, -0.09, -0.40], [1.96, 0.05, -1.99], [-1.50, -1.09, -2.39], [-0.29, -2.19, -1.03], [0.95, -0.72, -0.28], [0.38, 0.57, 0.25], [-0.11, 1.99, 0.27], [1.16, 0.35, 3.08], [-0.39, 0.05, 0.28], [1.94, 0.18, -0.01], [-2.33, 0.69, 1.07], [0.53, 0.68, 2.25], [0.49, -0.39, 0.45], [0.48, 0.30, 0.51], [-0.84, 0.86, -1.80]],
  "orbital_gap_ev": [6.9, 6.9],
  "smiles": "C=CC(=O)C\\C=C/C=C\\C=C/C=[NH+]/[S-]",
  "homo_ev": [-7.42, -7.43],
  "e_tot_ev": -25984.60613
}



{
  "formula": "C11H14AuF6IO2SbSe2",
  "method": "ωB97M-V/def2-TZVPD",
  "species": ["Au", "C", "Se", "C", "C", "Se", "C", "H", "H", "H", "H", "H", "H", "H", "H", "H", "H", "I", "C", "C", "C", "C", "C", "C", "C", "O", "O", "H", "H", "H", "H", "F", "Sb", "F", "F", "F", "F", "F"],
  "coordinates": [[-0.66203, -0.54457, 0.61830], [-3.70036, -0.00152, -0.76444], [-2.19010, 1.09572, -0.25058], [-2.88384, 1.86303, 1.41684], [-2.82601, 0.86968, 2.55555], [-0.94425, 0.42402, 2.83829], [-1.13882, -1.12901, 3.97910], [-4.49305, 0.68293, -1.06234], [-4.01743, -0.64039, 0.05390], [-3.36890, -0.58975, -1.61641], [-3.90523, 2.19000, 1.21808], [-2.27244, 2.74921, 1.58929], [-3.38704, -0.03953, 2.34518], [-3.21381, 1.30683, 3.47706], [-1.82388, -1.84856, 3.54098], [-1.50476, -0.76511, 4.93758], [-0.14170, -1.54869, 4.09591], [3.65973, -1.47166, -6.88116], [2.53728, -1.60585, -5.22475], [2.47563, -0.50499, -4.33444], [1.71796, -0.61228, -3.19781], [1.03599, -1.80716, -2.92757], [1.09536, -2.89878, -3.80830], [1.82577, -2.80306, -4.96356], [0.29951, -1.99128, -1.63764], [0.47973, -2.96496, -0.95764], [-0.54955, -1.01184, -1.33103], [3.02457, 0.40032, -4.55337], [1.65557, 0.21074, -2.49954], [0.57585, -3.81395, -3.55840], [1.87854, -3.62899, -5.65926], [1.51263, 1.07166, 0.27887], [2.77029, -0.08093, 1.17642], [3.21916, -0.74305, -0.51854], [4.05336, 1.25058, 1.18563], [1.91317, 0.46214, 2.77476], [3.70864, -1.38753, 2.08697], [1.20741, -1.38180, 1.07600]],
  "atomic_forces_ev_per_a": [[0.38, 0.78, -0.12], [-0.05, -0.03, -0.06], [-0.16, -0.33, 0.21], [-0.08, 0.05, 0.01], [-0.11, 0.02, 0.06], [0.02, -0.08, -0.02], [0.10, -0.10, 0.01], [0.01, 0.01, 0.00], [0.00, 0.02, 0.02], [0.01, -0.02, 0.02], [0.01, -0.03, -0.10], [0.00, -0.01, 0.05], [0.00, 0.00, 0.01], [0.08, 0.04, 0.01], [0.00, 0.02, -0.02], [0.01, 0.02, 0.00], [0.01, 0.01, 0.00], [0.04, 0.00, -0.05], [-0.07, 0.01, 0.03], [0.01, 0.00, 0.02], [-0.07, 0.10, 0.01], [0.02, -0.03, -0.19], [0.06, -0.07, -0.04], [0.00, -0.02, 0.06], [-0.25, -0.39, 0.44], [-0.01, 0.02, -0.18], [0.32, 0.28, -0.48], [0.01, 0.00, 0.01], [0.03, 0.00, 0.02], [0.00, 0.00, 0.00], [0.01, 0.00, 0.01], [-0.07, -0.22, 0.06], [0.28, 0.59, -0.14], [-0.09, -0.09, 0.01], [0.02, -0.06, 0.07], [-0.09, -0.10, -0.02], [-0.03, -0.08, -0.05], [-0.36, -0.29, 0.32]],
  "orbital_gap_ev": [6.7, 6.1],
  "homo_ev": [-15.73, -16.06],
  "s_squared": 0.773,
  "e_tot_ev": -181041.73296,
  "total_charge": 2,
  "multiplicity": 2
}



{
  "formula": "C11H14BBaF3N6",
  "method": "ωB97M-V/def2-TZVPD",
  "species": ["H", "N", "B", "N", "C", "Ba", "H", "C", "H", "C", "H", "C", "H", "H", "H", "N", "N", "N", "N", "C", "C", "H", "H", "C", "C", "C", "C", "H", "H", "H", "H", "H", "F", "C", "F", "F"],
  "coordinates": [[-0.18937, 3.30769, 1.93701], [0.10873, 1.88705, 0.37180], [0.71357, 0.75994, -1.83156], [0.66086, 2.00613, -0.89388], [1.06651, 3.27197, -1.10788], [-1.01578, -0.44200, 1.31164], [1.52033, 3.55315, -2.04739], [0.77806, 4.01798, 0.03946], [0.96860, 5.06100, 0.19827], [0.18126, 3.11030, 0.93641], [1.10593, 1.08490, -2.91242], [-1.84155, -2.47122, 1.72240], [-2.63967, -3.11622, 2.08736], [-0.94731, -2.64685, 2.35614], [-1.67853, -2.69098, 0.64781], [-0.71119, 0.13164, -1.93462], [1.67608, -0.30068, -1.21270], [-1.36510, -0.46068, -0.80480], [1.36758, -0.91992, -0.01319], [-1.51322, 0.04395, -3.00334], [2.82991, -0.78691, -1.70749], [-1.18185, 0.44931, -3.94738], [3.22596, -0.40826, -2.63869], [-2.69522, -0.61243, -2.64654], [3.29798, -1.76610, -0.82821], [-2.57364, -0.92382, -1.29130], [2.35056, -1.81905, 0.21366], [-3.52108, -0.83506, -3.29345], [4.19023, -2.35050, -0.93331], [-3.26042, -1.45732, -0.64113], [2.34750, -2.46561, 1.08433], [-2.57585, -1.05074, 1.98809], [-1.27838, 0.24321, 5.03938], [-0.27909, -0.37380, 4.30411], [0.81763, 0.46904, 4.42205], [0.05996, -1.49910, 5.02937]],
  "atomic_forces_ev_per_a": [[0.09, -0.22, -0.18], [0.42, 1.26, -0.70], [0.41, 0.16, 0.94], [-0.67, -0.14, 1.01], [-0.37, 0.04, 0.85], [9.34, 9.54, 3.35], [-0.03, 0.00, 0.12], [0.03, -0.51, -0.36], [0.06, 0.14, 0.01], [0.38, -0.48, -1.28], [-0.06, -0.03, -0.13], [-5.72, -3.32, 2.45], [0.32, -0.60, -0.12], [-0.63, 0.74, 0.03], [-0.28, 0.53, 0.45], [-1.71, -1.09, 1.21], [-0.40, -0.55, 0.92], [-1.08, 0.37, -8.91], [0.86, -0.48, -0.77], [0.13, -0.25, 0.93], [-0.23, -0.48, 0.80], [-0.12, -0.04, 0.01], [0.00, -0.08, 0.11], [0.15, -0.01, 0.19], [-0.38, 0.39, -0.14], [1.78, 1.05, -0.32], [-0.25, 0.97, -1.06], [-0.11, -0.05, -0.07], [0.14, -0.08, 0.00], [0.04, 0.16, -0.12], [-0.08, 0.26, -0.09], [-1.87, -7.00, 1.22], [0.10, 0.15, 0.62], [-0.42, -0.50, -2.14], [0.03, 0.07, 0.54], [0.14, 0.09, 0.64]],
  "orbital_gap_ev": 5.2,
  "homo_ev": -6.85,
  "e_tot_ev": -30091.52353
}



{
  "formula": "C11H14BF3N6Os",
  "method": "ωB97M-V/def2-TZVPD",
  "species": ["H", "N", "B", "N", "C", "Os", "H", "C", "H", "C", "H", "C", "H", "H", "H", "N", "N", "N", "N", "C", "C", "H", "H", "C", "C", "C", "C", "H", "H", "H", "H", "H", "F", "C", "F", "F"],
  "coordinates": [[-0.82249, 2.38126, 0.94004], [-0.17699, 1.28612, -0.76815], [0.67061, 0.63920, -3.06497], [0.45536, 1.66905, -1.92460], [0.69406, 2.99796, -1.90138], [-0.66613, -0.87561, -0.46347], [1.17525, 3.44120, -2.75988], [0.18741, 3.49788, -0.71512], [0.22418, 4.53198, -0.39912], [-0.36046, 2.39755, -0.03820], [1.14273, 1.11633, -4.03461], [-1.97330, -1.49008, 0.87540], [-2.20008, -0.89763, 1.75135], [-1.45883, -2.42506, 1.22846], [-2.89782, -1.86006, 0.37694], [-0.76074, 0.05241, -3.27531], [1.70457, -0.35551, -2.38180], [-1.47905, -0.47035, -2.19276], [1.34510, -0.94017, -1.18504], [-1.57574, 0.02770, -4.33652], [2.86574, -0.90987, -2.77777], [-1.17044, 0.36061, -5.27504], [3.29040, -0.65313, -3.74026], [-2.79036, -0.51575, -4.00115], [3.24918, -1.87175, -1.85669], [-2.72440, -0.79279, -2.64125], [2.29904, -1.84294, -0.83853], [-3.60111, -0.73500, -4.66522], [4.05930, -2.57913, -1.93473], [-3.46567, -1.18744, -1.97938], [2.21080, -2.45873, 0.05642], [-0.24466, -2.17729, -1.30640], [1.55925, 0.43464, 1.01745], [0.41371, -0.30597, 1.25994], [0.84444, -1.31431, 2.10356], [-0.39240, 0.50486, 2.06470]],
  "atomic_forces_ev_per_a": [[0.04, -0.07, -0.27], [-0.42, 0.93, 0.03], [-0.53, 1.05, 1.08], [0.13, -0.15, -0.08], [-0.43, -0.78, 0.26], [1.73, 2.15, -0.58], [-0.01, 0.21, 0.18], [0.05, 0.11, -0.05], [-0.13, -0.23, 0.05], [0.45, 0.29, -0.28], [0.00, -0.08, -0.20], [-0.83, -2.13, 0.83], [-0.11, 0.29, 0.02], [-0.41, 0.49, 0.09], [0.28, 0.43, 0.05], [-0.30, -1.00, 1.03], [1.41, -1.31, -1.41], [-1.19, 0.27, -2.56], [2.29, -1.59, 0.35], [1.17, -0.03, -0.07], [-2.66, 2.52, -1.63], [-0.20, 0.09, -0.24], [0.10, 0.09, 0.14], [-0.62, -0.29, 0.56], [0.63, -1.62, 1.97], [1.06, 0.36, -0.90], [-0.95, 0.71, -0.13], [-0.26, 0.17, -0.08], [0.18, 0.11, -0.06], [-0.20, -0.20, 0.19], [0.04, 0.31, -0.24], [-0.68, -0.72, 0.65], [-1.22, -0.85, 0.17], [1.17, 0.72, 3.44], [-0.61, 0.67, -1.29], [1.03, -0.90, -1.05]],
  "orbital_gap_ev": [8.8, 4.0],
  "homo_ev": [-16.24, -16.04],
  "s_squared": 6.035,
  "e_tot_ev": -31849.69990,
  "total_charge": 2,
  "multiplicity": 5
}



{
  "formula": "C11H14BN2O6",
  "method": "ωB97M-V/def2-TZVPD",
  "species": ["O", "C", "N", "C", "C", "C", "C", "C", "N", "C", "C", "C", "C", "B", "O", "O", "H", "H", "H", "H", "H", "H", "H", "H", "H", "H", "H", "H", "H", "C", "O", "O", "O", "H"],
  "coordinates": [[3.34297, 0.17909, 1.22083], [2.33033, 0.11372, 0.60262], [1.11706, 0.79871, 0.95107], [0.39150, 0.78348, -0.33732], [-0.96380, 1.40958, -0.38692], [-1.71868, 1.61958, 0.75873], [-2.96620, 2.21878, 0.61943], [-3.38311, 2.59116, -0.65050], [-2.67858, 2.39069, -1.77278], [-1.49373, 1.81081, -1.61260], [0.62466, -0.61567, -0.89372], [2.13109, -0.71423, -0.67308], [2.71704, -2.12739, -0.58619], [4.29031, -2.08820, -0.74333], [4.87897, -1.92444, -1.98470], [5.12196, -2.23196, 0.35032], [0.62247, 0.11805, 1.54072], [1.00704, 1.42036, -0.99100], [-1.36929, 1.32128, 1.73124], [-3.58711, 2.39872, 1.48009], [-4.34644, 3.07178, -0.75924], [-0.90064, 1.64620, -2.50858], [0.29891, -0.81051, -1.90910], [0.14460, -1.33244, -0.22213], [2.63824, -0.13697, -1.45540], [2.42550, -2.61635, 0.33841], [2.30520, -2.69650, -1.42081], [4.41237, -1.27781, -2.52242], [5.58393, -1.39464, 0.47325], [-4.34824, -0.45771, 2.42049], [-5.41362, 0.07716, 2.80032], [-4.53672, -1.71374, 1.78787], [-3.17910, -0.06300, 2.49618], [-5.49887, -1.76765, 1.85823]],
  "atomic_forces_ev_per_a": [[0.94, 0.04, 0.59], [-0.72, -0.20, -0.30], [-0.23, -0.70, -0.39], [0.42, 0.80, -1.14], [-0.41, -0.19, 0.67], [-0.24, 0.15, -0.42], [0.36, 0.12, -0.34], [-0.01, -0.08, 0.20], [0.17, -0.06, 0.32], [0.05, -0.08, 0.08], [0.10, -0.24, 0.65], [-0.11, -0.02, -0.04], [0.39, 0.09, -0.35], [0.00, -0.29, 0.35], [0.23, 0.74, 0.29], [-0.33, 0.11, -0.16], [-0.02, 0.50, 0.48], [-0.02, 0.16, 0.04], [-0.04, -0.07, 0.14], [-0.13, -0.13, 0.11], [-0.08, 0.02, -0.15], [-0.05, 0.05, -0.13], [-0.06, 0.18, -0.17], [-0.22, -0.14, -0.12], [0.00, -0.01, -0.21], [-0.11, 0.01, 0.16], [-0.14, -0.10, -0.03], [-0.21, -0.39, -0.31], [0.37, -0.23, 0.10], [-0.22, 0.27, 0.11], [0.16, -0.05, -0.07], [-0.09, 0.20, 0.15], [0.20, -0.20, 0.03], [0.05, -0.25, -0.14]],
  "orbital_gap_ev": 6.8,
  "homo_ev": -4.77,
  "e_tot_ev": -27580.59181,
  "total_charge": -1
}



{
  "formula": "C11H14BN7Pb",
  "method": "ωB97M-V/def2-TZVPD",
  "species": ["H", "N", "B", "N", "C", "Pb", "H", "C", "H", "C", "H", "C", "H", "H", "H", "N", "N", "N", "N", "C", "C", "H", "H", "C", "C", "C", "C", "H", "H", "H", "H", "H", "N", "C"],
  "coordinates": [[-1.00379, 1.45995, 3.34689], [-0.55547, 0.17975, 1.68355], [-0.47577, -1.75652, 0.06956], [-0.84560, -1.14827, 1.44278], [-1.46089, -1.69942, 2.51339], [1.11655, 1.92747, 0.25374], [-1.73974, -2.73593, 2.46909], [-1.60329, -0.68815, 3.47205], [-2.06856, -0.78846, 4.42461], [-1.03582, 0.47715, 2.90220], [-0.76474, -2.90975, 0.00349], [1.60586, 2.69297, -1.84311], [1.79415, 3.62155, -1.26391], [0.87404, 2.89944, -2.66667], [2.59823, 2.28305, -2.12572], [1.09262, -1.58805, -0.08912], [-1.18657, -0.95086, -1.07376], [1.58987, -0.24833, -0.10601], [-0.89709, 0.38351, -1.32146], [2.13082, -2.42491, -0.18814], [-2.16452, -1.38075, -1.90639], [2.00125, -3.51937, -0.18252], [-2.50167, -2.40447, -1.80722], [3.27877, -1.66421, -0.33264], [-2.49722, -0.32540, -2.73606], [2.92173, -0.31226, -0.33865], [-1.67400, 0.76187, -2.36101], [4.26327, -2.04623, -0.44970], [-3.24528, -0.36622, -3.51535], [3.54926, 0.58541, -0.48524], [-1.66480, 1.74468, -2.83036], [1.60753, 2.69429, 1.73283], [-1.92000, 3.91759, 1.97491], [-1.11912, 3.32889, 1.33393]],
  "atomic_forces_ev_per_a": [[0.17, 0.07, -0.32], [-0.29, 0.06, 0.46], [-0.08, 0.87, -0.03], [0.52, 1.01, 0.21], [0.32, 1.53, -0.04], [-3.91, -0.39, -0.18], [-0.14, -0.07, 0.19], [0.22, -0.39, -0.85], [-0.18, 0.02, 0.40], [-0.13, -1.75, -0.46], [-0.01, -0.18, 0.02], [0.44, 1.06, 1.35], [0.19, 0.27, -1.30], [0.52, -0.80, 1.17], [-0.93, 0.04, -0.01], [0.25, 2.83, 0.47], [0.35, 1.17, 0.01], [1.15, -1.85, -0.84], [-0.35, -0.36, -0.69], [-0.32, 0.48, -0.17], [0.72, 0.62, 0.33], [-0.01, 0.89, -0.01], [-0.12, 0.22, -0.24], [0.80, 0.13, -0.34], [-0.25, -0.18, -0.30], [-1.01, -1.45, 0.58], [-0.06, -1.62, 0.91], [0.51, -0.24, -0.10], [0.12, 0.14, 0.06], [-0.46, -0.70, 0.23], [0.21, -0.22, 0.51], [0.44, -0.53, -0.06], [1.87, -1.38, -1.45], [-0.54, 0.68, 0.47]],
  "orbital_gap_ev": 7.2,
  "homo_ev": -8.80,
  "e_tot_ev": -27984.80186
}